ORCA calculation (ωB97M-V/def2-TZVPD) on an isolated molecule of C4H3F3O in a non-equilibrium geometry.

Computed properties:
Calculated total energy: -14392.77919 eV
Highest occupied orbital energy: -10.7 eV
SMILES: O=C[C@@H](F)C=C(F)F
Lowest unoccupied orbital energy: -0.48 eV

Positions of all 11 atoms, in Å:
O1 -0.264 0.195 2.320
C1 -0.732 0.683 1.210
C2 0.277 0.975 0.115
F1 1.482 1.443 0.562
C3 0.500 -0.153 -0.944
C4 0.256 -1.382 -0.563
F2 -0.347 -2.480 -1.411
F3 0.583 -1.811 0.611
H1 -1.734 0.674 0.698
H2 -0.100 1.863 -0.511
H3 0.080 -0.008 -2.086

ORCA calculation (ωB97M-V/def2-TZVPD) on a structure of composition C24H14AsF5N2O7PtS in a non-equilibrium geometry.

Computed properties:
Calculated total energy: -130935.15786 eV
Highest occupied orbital energy: -1.8 eV
Charge: -2
Lowest unoccupied orbital energy: 3.78 eV

Positions of all 55 atoms, in Å:
Pt1 -0.195 0.172 0.881
O1 -2.826 2.761 2.471
As1 -2.152 1.185 3.201
O2 -2.492 1.494 4.761
O3 -0.554 1.248 2.687
C1 -3.108 0.141 1.872
C2 -4.338 0.459 1.341
C3 -4.816 -0.259 0.246
C4 -4.051 -1.284 -0.304
C5 -2.827 -1.630 0.244
C6 -2.324 -0.889 1.321
S1 -1.288 -1.738 2.591
O4 -1.628 -3.139 2.438
O5 -1.780 -1.161 3.834
O6 0.140 -1.469 2.339
H1 -2.437 3.448 3.024
H2 -4.919 1.257 1.786
H3 -5.790 -0.024 -0.167
H4 -4.430 -1.839 -1.156
H5 -2.275 -2.485 -0.123
C7 1.253 -4.766 -1.542
C8 1.502 -4.120 -0.340
C9 1.097 -2.814 -0.135
C10 0.418 -2.126 -1.139
C11 0.190 -2.774 -2.367
C12 0.603 -4.076 -2.558
N1 -0.010 -0.807 -0.928
N2 -0.365 -0.175 -1.967
C13 -0.719 1.118 -1.729
C14 -1.074 1.963 -2.790
C15 -1.373 3.282 -2.530
C16 -1.326 3.767 -1.222
C17 -0.988 2.930 -0.166
C18 -0.683 1.601 -0.401
H6 1.562 -5.794 -1.692
H7 2.032 -4.639 0.448
H8 1.313 -2.314 0.796
H9 -0.312 -2.223 -3.147
H10 0.411 -4.562 -3.508
H11 -1.078 1.566 -3.799
H12 -1.636 3.943 -3.348
H13 -1.544 4.811 -1.028
H14 -0.962 3.320 0.842
F1 7.046 2.685 -0.318
C19 5.864 2.045 -0.123
C20 4.673 2.751 -0.073
F2 4.710 4.091 -0.227
C21 3.471 2.108 0.127
F3 2.346 2.849 0.156
C22 3.356 0.697 0.305
O7 2.278 0.068 0.496
C23 4.618 0.026 0.232
F4 4.631 -1.316 0.373
C24 5.818 0.669 0.032
F5 6.971 -0.034 -0.018

ORCA calculation (ωB97M-V/def2-TZVPD) on the ion C6H6N with charge +1 in a non-equilibrium geometry.

Computed properties:
Calculated total energy: -7795.87474 eV
Highest occupied orbital energy: -13.3 eV
Charge: +1
Lowest unoccupied orbital energy: -5.75 eV

Positions of all 13 atoms, in Å:
C1 -0.902 -1.598 -0.020
C2 -1.983 0.685 -0.157
C3 0.524 -1.649 0.113
C4 -0.770 1.497 0.196
C5 0.535 0.908 -0.209
C6 -1.649 -0.595 0.004
N1 1.055 -0.298 -0.191
H1 0.777 -1.932 1.145
H2 1.007 -2.364 -0.557
H3 -0.859 1.578 1.289
H4 -0.848 2.510 -0.207
H5 1.165 1.627 -0.729
H6 1.948 -0.367 -0.677

ORCA calculation (ωB97M-V/def2-TZVPD) on a structure of composition C21H37BCl4NO5PSi2 in a non-equilibrium geometry.

Computed properties:
Calculated total energy: -109915.41180 eV
Highest occupied orbital energy: -8.0 eV
Lowest unoccupied orbital energy: -0.23 eV

Positions of all 72 atoms, in Å:
C1 1.164 -3.112 4.468
C2 0.655 -2.693 3.469
Si1 -0.071 -2.132 1.864
C3 -0.794 -3.659 1.052
C4 -0.670 -3.712 -0.472
C5 0.777 -3.935 -0.923
O1 -1.146 -2.533 -1.111
C6 -2.515 -2.549 -1.496
C7 -3.371 -1.629 -0.664
C8 -3.956 -2.060 0.519
C9 -4.711 -1.198 1.305
C10 -4.888 0.116 0.894
C11 -4.340 0.549 -0.304
C12 -3.585 -0.319 -1.078
O2 1.188 -1.460 1.001
Si2 1.024 -0.028 0.173
O3 -0.642 0.328 -0.049
N1 -1.014 1.676 0.146
O4 -1.764 1.794 1.030
B1 1.802 -0.317 -1.661
C13 3.191 -1.056 -1.791
O5 1.125 0.099 -2.771
P1 2.232 1.550 1.141
C14 3.128 2.562 -0.134
C15 4.620 2.134 -0.174
C16 1.295 2.625 2.313
C17 0.865 1.864 3.579
H1 1.659 -3.720 5.184
H2 -1.118 -1.167 2.228
H3 -0.293 -4.541 1.449
H4 -1.842 -3.741 1.336
H5 -1.214 -4.598 -0.805
H6 1.503 -3.545 -0.215
H7 0.936 -3.529 -1.915
H8 0.943 -5.010 -0.964
H9 -2.555 -2.160 -2.515
H10 -2.929 -3.556 -1.530
H11 -3.845 -3.079 0.864
H12 -5.125 -1.570 2.228
H13 -5.457 0.783 1.525
H14 -4.484 1.572 -0.622
H15 -3.125 -0.012 -2.008
H16 3.629 -1.227 -0.810
H17 3.909 -0.496 -2.391
H18 3.055 -2.042 -2.239
H19 0.424 0.710 -2.518
H20 3.100 3.584 0.234
H21 2.682 2.531 -1.124
H22 5.199 2.819 0.437
H23 4.734 1.164 0.300
H24 4.990 2.097 -1.193
H25 1.994 3.403 2.618
H26 0.463 3.168 1.874
H27 -0.211 1.797 3.674
H28 1.348 0.891 3.644
H29 1.201 2.421 4.448
Cl1 4.439 0.119 -7.731
C18 2.933 0.223 -6.780
C19 2.999 -0.582 -5.510
Cl2 3.035 -2.337 -5.837
H30 2.114 -0.105 -7.415
H31 2.784 1.274 -6.538
H32 2.118 -0.391 -4.902
H33 3.879 -0.331 -4.922
Cl3 -4.307 3.340 4.588
C20 -3.656 4.742 3.700
C21 -2.267 4.486 3.178
Cl4 -1.064 4.374 4.489
H34 -3.681 5.601 4.365
H35 -4.330 4.930 2.865
H36 -1.959 5.309 2.535
H37 -2.223 3.566 2.604

ORCA calculation (ωB97M-V/def2-TZVPD) on a cluster of 3 separate species, C3H13NO2S in total in a non-equilibrium geometry.

Computed properties:
Calculated total energy: -19740.72132 eV
Highest occupied orbital energy: -8.6 eV
SMILES: C[C@H](N)CS.O.O
Lowest unoccupied orbital energy: 0.28 eV

Positions of all 20 atoms, in Å:
C1 -0.780 1.973 -1.013
C2 -0.797 0.566 -0.478
N1 -2.208 0.268 -0.509
C3 -0.455 0.612 1.028
S1 -0.613 -0.922 2.071
H1 0.140 2.289 -1.414
H2 -1.361 1.833 -2.019
H3 -1.051 2.761 -0.330
H4 -0.295 -0.043 -1.160
H5 -2.825 1.039 -0.276
H6 -2.468 -0.659 -0.162
H7 -1.118 1.268 1.570
H8 0.657 0.945 1.123
H9 0.389 -1.660 1.413
O1 3.149 -0.313 0.476
H10 3.275 -1.166 0.582
H11 2.817 -0.143 -0.351
O2 1.469 -2.748 0.044
H12 0.814 -3.476 0.224
H13 1.265 -2.425 -0.819

ORCA calculation (ωB97M-V/def2-TZVPD) on a structure of composition C26H46O8SSi.

Computed properties:
Calculated total energy: -62801.91370 eV
Highest occupied orbital energy: -9.3 eV
Lowest unoccupied orbital energy: 0.40 eV

Positions of all 82 atoms, in Å:
C1 -1.001 -3.344 -4.220
Si1 0.157 -2.955 -5.658
C2 0.341 -1.100 -5.830
C3 1.850 -3.759 -5.465
C4 2.766 -3.134 -4.401
C5 2.117 -3.025 -3.022
C6 3.119 -2.944 -1.874
C7 2.472 -2.501 -0.563
C8 1.410 -3.475 -0.059
C9 0.744 -3.081 1.273
C10 -0.619 -2.398 1.107
C11 -0.575 -0.982 0.562
C12 -1.606 -0.014 1.098
O1 -1.118 1.291 0.682
S1 0.444 1.206 0.372
O2 0.652 1.217 -1.039
O3 1.141 2.124 1.204
O4 0.643 -0.269 0.923
C13 -0.671 -3.644 -7.199
C14 -1.457 -2.818 -8.007
C15 -2.116 -3.319 -9.118
C16 -2.000 -4.661 -9.448
C17 -1.219 -5.499 -8.663
C18 -0.566 -4.992 -7.554
H1 -0.751 -4.331 -3.822
H2 -0.878 -2.633 -3.401
H3 -2.038 -3.366 -4.549
H4 -0.576 -0.580 -5.550
H5 0.605 -0.808 -6.848
H6 1.135 -0.737 -5.172
H7 2.337 -3.683 -6.443
H8 1.716 -4.824 -5.254
H9 3.670 -3.743 -4.308
H10 3.085 -2.147 -4.745
H11 1.481 -3.903 -2.876
H12 1.475 -2.138 -2.984
H13 3.925 -2.252 -2.129
H14 3.562 -3.936 -1.729
H15 2.020 -1.519 -0.727
H16 3.231 -2.393 0.216
H17 1.869 -4.462 0.053
H18 0.619 -3.601 -0.806
H19 1.404 -2.457 1.875
H20 0.557 -3.991 1.847
H21 -1.229 -2.994 0.425
H22 -1.136 -2.389 2.071
H23 -0.636 -0.986 -0.531
H24 -1.599 -0.017 2.190
H25 -2.621 -0.157 0.740
H26 -1.559 -1.765 -7.767
H27 -2.722 -2.668 -9.735
H28 -2.514 -5.058 -10.314
H29 -1.123 -6.546 -8.923
H30 0.042 -5.654 -6.948
O5 -3.183 3.376 6.657
C19 -2.765 3.600 5.552
O6 -1.767 2.831 5.080
C20 -1.276 2.942 3.737
C21 -0.227 4.024 3.604
C22 -3.267 4.768 4.735
H31 -2.101 3.063 3.034
H32 -0.820 1.973 3.535
H33 -0.622 5.018 3.821
H34 0.182 4.025 2.595
H35 0.587 3.832 4.303
H36 -2.726 5.658 5.060
H37 -4.321 4.902 4.958
H38 -3.144 4.658 3.662
O7 0.850 7.873 5.948
C23 0.835 6.948 6.712
O8 -0.351 6.384 7.011
C24 -0.473 5.185 7.791
C25 -0.467 5.458 9.280
C26 2.095 6.443 7.378
H39 0.290 4.462 7.500
H40 -1.432 4.767 7.498
H41 0.478 5.891 9.610
H42 -0.631 4.531 9.829
H43 -1.263 6.158 9.533
H44 2.292 7.070 8.247
H45 2.915 6.564 6.676
H46 2.053 5.406 7.699